The following is a DFT calculation (the ωB97M-V functional and the def2-TZVPD basis) of C6H11NS in the gas phase.

Properties
* structure (SMILES): C[C@@H]1[C@@H]2CNC[C@]12S
* total energy: -687.9826 a.u.
* LUMO energy: 0.68 eV

```
! wB97M-V def2-TZVPD RIJCOSX def2/J DEFGRID3
* xyz 0 1
C 1.126 -1.375 1.199
C 0.624 0.061 1.191
C -0.890 0.349 0.780
C -1.314 -0.755 -0.158
N -0.307 -0.618 -1.257
C 0.014 0.745 -1.425
C 0.381 1.014 -0.009
S 0.911 2.665 0.401
H 0.701 -2.030 1.975
H 0.770 -1.801 0.146
H 2.149 -1.488 1.241
H 0.879 0.669 2.046
H -1.695 0.807 1.320
H -2.357 -0.587 -0.750
H -0.997 -1.847 0.289
H -0.434 -1.251 -2.291
H 1.098 0.918 -1.948
H -0.736 1.300 -1.916
H 0.077 3.225 -0.834
*
```

The following is a DFT calculation (the ωB97M-V functional and the def2-TZVPD basis) of C6H11NS in the gas phase.

Properties
* structure (SMILES): S[C@H]1CC[C@H]2CN[C@H]21
* total energy: -688.1096 a.u.
* LUMO energy: 0.94 eV

```
! wB97M-V def2-TZVPD RIJCOSX def2/J DEFGRID3
* xyz 0 1
S 2.675 -0.635 -0.254
C 1.352 0.271 0.637
C 0.825 1.547 -0.094
C -0.603 1.294 -0.567
C -1.129 0.141 0.277
C -1.460 -1.210 -0.396
N -0.060 -1.575 -0.220
C 0.128 -0.609 0.781
H 1.959 -0.845 -1.350
H 1.767 0.481 1.595
H 1.570 1.911 -0.808
H 0.820 2.243 0.721
H -1.210 2.175 -0.382
H -0.573 0.987 -1.635
H -1.938 0.343 1.018
H -1.890 -1.243 -1.389
H -2.204 -1.688 0.275
H 0.032 -2.569 0.015
H -0.058 -1.017 1.776
*
```

The following is a DFT calculation (the ωB97M-V functional and the def2-TZVPD basis) of C6H11NS in the gas phase.

Properties
* structure (SMILES): C[C@]1(C2CSC2)CN1
* total energy: -688.0463 a.u.
* LUMO energy: 0.72 eV

```
! wB97M-V def2-TZVPD RIJCOSX def2/J DEFGRID3
* xyz 0 1
C -1.469 1.421 -0.086
C -0.743 0.078 0.117
C 0.665 0.096 -0.359
C 1.735 1.003 0.337
S 3.172 -0.083 0.227
C 1.575 -1.169 -0.196
C -1.568 -1.160 -0.227
N -1.277 -0.654 1.203
H -1.277 2.124 0.800
H -1.149 1.664 -1.144
H -2.646 1.180 -0.151
H 0.536 0.293 -1.421
H 1.462 1.111 1.330
H 1.906 1.995 -0.155
H 1.327 -1.838 0.510
H 1.882 -1.587 -1.192
H -2.585 -1.188 -0.713
H -1.092 -2.093 -0.447
H -0.452 -1.193 1.566
*
```

The following is a DFT calculation (the ωB97M-V functional and the def2-TZVPD basis) of 2 unconnected molecules or ions with the total composition C6H11NSi.

Properties
* structure (SMILES): C[si]1ccccn1.C
* total energy: -579.4114 a.u.
* LUMO energy: 0.53 eV

```
! wB97M-V def2-TZVPD RIJCOSX def2/J DEFGRID3
* xyz 0 1
C 0.380 -0.377 -2.395
Si -0.367 -0.475 -0.689
C -2.175 -0.309 -0.639
C -2.701 -0.543 0.643
C -2.057 -0.928 1.797
C -0.651 -1.060 1.780
N 0.256 -0.851 0.832
H 0.609 0.672 -2.386
H 1.269 -1.008 -2.505
H -0.406 -0.577 -3.183
H -2.763 -0.070 -1.485
H -3.711 -0.175 0.908
H -2.679 -0.971 2.665
H -0.216 -1.368 2.736
C 3.095 1.634 0.409
H 2.229 1.529 -0.275
H 3.648 2.436 0.022
H 2.725 1.766 1.320
H 3.515 0.675 0.445
*
```

The following is a DFT calculation (the ωB97M-V functional and the def2-TZVPD basis) of a gas-phase ion, C6H11O2 (charge -1).

Properties
* structure (SMILES): CC(C)CCC(=O)[O-]
* total energy: -385.7574 a.u.
* LUMO energy: 3.58 eV

```
! wB97M-V def2-TZVPD RIJCOSX def2/J DEFGRID3
* xyz -1 1
C -1.148 1.120 0.861
C -0.219 -0.055 1.034
C 0.822 0.183 2.117
C 0.531 -0.348 -0.276
C -0.295 -0.811 -1.486
C 0.366 -0.599 -2.869
O 1.521 -0.129 -2.885
O -0.348 -0.961 -3.835
H -1.734 1.405 1.740
H -1.858 0.924 0.058
H -0.609 2.044 0.632
H -0.739 -0.987 1.305
H 1.218 1.204 2.009
H 0.428 0.107 3.135
H 1.677 -0.474 2.065
H 1.290 -1.117 -0.138
H 1.037 0.562 -0.615
H -1.239 -0.240 -1.444
H -0.701 -1.828 -1.406
*
```

The following is a DFT calculation (the ωB97M-V functional and the def2-TZVPD basis) of a gas-phase ion, C6H11O2 (charge -1).

Properties
* structure (SMILES): CCCCCC(=O)[O-]
* total energy: -385.7337 a.u.
* LUMO energy: 4.12 eV

```
! wB97M-V def2-TZVPD RIJCOSX def2/J DEFGRID3
* xyz -1 1
C -1.892 -0.151 1.644
C -1.437 -1.103 0.530
C -1.308 -0.200 -0.757
C -0.105 -0.685 -1.598
C 1.185 0.131 -1.372
C 1.335 0.618 0.156
O 1.840 -0.226 0.932
O 1.007 1.791 0.374
H -2.119 -0.533 2.652
H -1.011 0.525 1.689
H -2.700 0.527 1.404
H -2.195 -1.858 0.200
H -0.532 -1.647 0.792
H -1.220 0.863 -0.434
H -2.195 -0.292 -1.375
H -0.534 -0.656 -2.605
H 0.192 -1.747 -1.432
H 1.088 0.947 -2.054
H 2.079 -0.364 -1.780
*
```

The following is a DFT calculation (the ωB97M-V functional and the def2-TZVPD basis) of 2 unconnected molecules or ions with the total composition C6H11O2.

Properties
* <S²>: 0.754
* total energy: -385.6015 a.u.
* LUMO energy (spin up / spin down): 0.88 / -2.91 eV

```
! wB97M-V def2-TZVPD RIJCOSX def2/J DEFGRID3
* xyz 0 2
O -1.103 1.228 1.895
C -1.437 1.501 0.772
O -0.735 1.331 -0.315
C -2.738 2.225 0.460
H -2.964 2.319 -0.599
H -3.550 1.719 0.975
H -2.644 3.226 0.870
C 0.976 -1.019 0.247
C 1.514 -1.158 -0.959
C 1.006 -2.128 -1.981
C 1.542 -0.128 1.322
H 0.121 -1.659 0.448
H 2.420 -0.611 -1.209
H 0.673 -1.624 -2.892
H 1.779 -2.843 -2.265
H 0.143 -2.680 -1.606
H 2.611 -0.280 1.458
H 1.065 -0.330 2.273
H 1.321 0.913 1.106
*
```

The following is a DFT calculation (the ωB97M-V functional and the def2-TZVPD basis) of a gas-phase ion, C6H11O2S3 (charge -1).

Properties
* structure (SMILES): CC[C@](S)(C(=O)[O-])C(C)(S)S
* total energy: -1580.2772 a.u.
* LUMO energy: 3.00 eV

```
! wB97M-V def2-TZVPD RIJCOSX def2/J DEFGRID3
* xyz -1 1
C 0.274 1.390 -1.724
C 1.216 0.910 -0.548
C 0.783 -0.282 0.167
S 2.243 -0.845 1.163
C 0.605 -1.452 -0.874
O -0.470 -1.516 -1.556
O 1.529 -2.207 -1.075
C -0.595 -0.224 1.018
C -0.912 -1.468 1.756
S -2.150 0.063 0.108
S -0.581 1.249 2.240
H 0.684 2.375 -1.805
H -0.738 1.658 -1.420
H 0.300 0.766 -2.662
H 1.486 1.748 0.249
H 2.226 0.525 -1.078
H 2.611 -1.600 0.071
H -1.685 -1.183 2.405
H -1.191 -2.305 1.106
H 0.001 -1.825 2.373
H -1.391 -0.596 -0.870
H -2.023 1.315 2.373
*
```

The following is a DFT calculation (the ωB97M-V functional and the def2-TZVPD basis) of 2 unconnected molecules or ions with the total composition C6H11O2Si.

Properties
* total energy: -675.1777 a.u.
* LUMO energy: 3.68 eV

```
! wB97M-V def2-TZVPD RIJCOSX def2/J DEFGRID3
* xyz -1 1
C 3.731 0.068 -0.071
C -1.742 0.095 -0.625
C -1.465 -1.257 -0.210
C -1.318 1.322 0.257
C 0.099 -1.551 -0.060
C 0.186 1.421 0.419
O 3.763 0.924 -0.894
O 4.449 -0.802 0.383
Si 1.202 -0.230 0.766
H -1.321 0.112 -1.666
H -2.774 0.266 -1.010
H -1.871 -1.744 0.697
H -1.940 -1.818 -1.013
H -1.645 2.367 -0.134
H -1.729 1.069 1.285
H 0.081 -2.614 0.355
H 0.394 -1.611 -1.175
H 0.482 1.788 -0.581
H 0.402 2.260 1.044
H 1.016 -0.067 2.234
*
```

The following is a DFT calculation (the ωB97M-V functional and the def2-TZVPD basis) of C6H11P in the gas phase.

Properties
* total energy: -576.3640 a.u.
* LUMO energy: 0.99 eV

```
! wB97M-V def2-TZVPD RIJCOSX def2/J DEFGRID3
* xyz 0 1
C -0.712 1.161 0.316
C 1.382 -0.944 1.498
C -0.028 1.342 -1.065
C 1.054 -0.767 0.011
C -1.337 -1.016 -1.101
C -0.285 0.003 -0.574
P 0.517 0.578 1.744
H 1.072 1.750 -1.098
H -1.738 1.468 0.555
H -0.700 1.820 -1.867
H 0.965 -1.865 -0.350
H 0.993 -1.895 1.845
H 1.869 -0.336 -0.502
H -0.842 -1.844 -1.413
H -2.194 -1.287 -0.452
H -1.732 -0.669 -1.959
H 1.458 1.475 1.395
H 0.257 1.026 3.017
*
```

The following is a DFT calculation (the ωB97M-V functional and the def2-TZVPD basis) of C6H11P in the gas phase.

Properties
* total energy: -576.3833 a.u.
* LUMO energy (spin up / spin down): -0.06 / 0.13 eV

```
! wB97M-V def2-TZVPD RIJCOSX def2/J DEFGRID3
* xyz 0 1
C 0.001 1.559 -0.045
C -0.467 2.589 -0.576
C 0.934 0.990 0.891
C 1.020 -0.569 0.816
C -0.145 -1.444 1.201
C -1.119 -1.394 -1.647
P -1.617 -1.046 0.194
H -1.277 2.620 -1.377
H -0.063 3.648 -0.383
H 2.018 1.340 0.699
H 0.702 1.230 1.889
H 1.549 -0.914 -0.123
H 1.873 -0.751 1.507
H -0.001 -2.412 0.852
H -0.432 -1.536 2.161
H -1.149 -0.303 -2.014
H -1.742 -1.963 -2.294
H -0.085 -1.643 -1.750
*
```

The following is a DFT calculation (the ωB97M-V functional and the def2-TZVPD basis) of a molecular structure, C6H12.

Properties
* total energy: -235.6697 a.u.
* LUMO energy: 1.21 eV

```
! wB97M-V def2-TZVPD RIJCOSX def2/J DEFGRID3
* xyz 0 1
C 1.983 0.041 -1.552
C 0.364 0.756 -0.859
C -0.822 -0.226 -0.782
C -1.088 0.272 0.666
C -1.508 -0.747 1.723
C 0.376 0.791 0.676
H 1.755 -1.005 -1.463
H 2.777 0.390 -0.886
H 2.323 0.249 -2.600
H 0.953 1.202 -1.657
H -0.436 -1.254 -0.713
H -1.650 -0.208 -1.501
H -1.799 1.109 0.669
H -1.529 -0.301 2.726
H -2.511 -1.147 1.522
H -0.811 -1.594 1.750
H 0.609 1.701 1.239
H 1.015 -0.028 1.039
*
```

The following is a DFT calculation (the ωB97M-V functional and the def2-TZVPD basis) of C6H12 in the gas phase.

Properties
* structure (SMILES): CCC1CCC1
* total energy: -235.7755 a.u.
* LUMO energy: 1.27 eV

```
! wB97M-V def2-TZVPD RIJCOSX def2/J DEFGRID3
* xyz 0 1
C -2.431 -0.213 -0.263
C -1.239 0.309 0.524
C 0.084 0.284 -0.233
C 1.266 0.873 0.552
C 2.196 -0.094 -0.179
C 0.976 -1.000 -0.458
H -2.664 0.453 -1.102
H -2.206 -1.205 -0.668
H -3.327 -0.293 0.361
H -1.452 1.337 0.865
H -1.103 -0.270 1.448
H -0.006 0.573 -1.284
H 1.499 1.943 0.568
H 1.136 0.539 1.591
H 3.046 -0.513 0.362
H 2.551 0.375 -1.104
H 0.789 -1.763 0.301
H 0.990 -1.484 -1.447
*
```

| no. | F_max (Eh/bohr) |
| --- | --- |
| 1 | 0.1174 |
| 2 | 0.0710 |
| 3 | 0.1089 |
| 4 | 0.0851 |
| 5 | 0.0311 |
| 6 | 0.0476 |
| 7 | 0.0179 |
| 8 | 0.0747 |
| 9 | 0.0864 |
| 10 | 0.0746 |
| 11 | 0.1096 |
| 12 | 0.0627 |
| 13 | 0.0232 |